The following is a DFT calculation (the ωB97M-V functional and the def2-TZVPD basis) of a structure of composition C40H36GeIN7S3Tl in a non-equilibrium geometry.

Geometry as ORCA input:
```
! RIJCOSX wB97M-V def2-TZVPD def2/J DEFGRID3
* xyz -1 1
Tl 0.850 0.950 -0.193
I -1.603 -2.046 -4.771
Ge 0.174 -2.078 1.020
S 5.984 1.862 -1.085
S 1.421 6.248 -0.581
S 0.766 2.459 2.331
N -1.546 1.316 1.039
N 3.448 1.816 -1.184
N 1.644 0.404 -3.401
N -1.630 1.801 -1.591
N 1.459 3.708 -0.636
N -0.072 -1.805 2.882
N -1.371 0.815 2.292
C -1.923 -2.775 -0.888
C 1.812 -0.017 5.776
C -0.834 0.346 5.111
C -1.665 2.012 -2.898
C -2.841 2.125 -3.627
C -4.309 -2.793 -0.581
C 0.124 0.422 4.096
C -4.128 -2.311 0.707
C -2.784 1.689 -0.916
C 0.146 0.223 -5.729
C -2.846 -2.074 1.193
C 0.651 4.707 -0.456
C 2.877 -5.364 0.791
C 3.811 3.125 -1.002
C 0.691 -0.519 -3.509
C -0.496 -0.058 6.396
C 0.135 -5.053 0.987
C 0.687 -6.329 0.949
C -4.012 1.801 -1.571
C 1.865 1.224 -4.423
C 2.915 5.478 -0.892
C 1.436 -1.158 -0.089
C -4.038 2.017 -2.938
C 5.151 3.348 -0.924
C 4.474 1.027 -1.248
C -1.715 -2.307 0.411
C -0.801 4.587 -0.144
C -0.255 1.191 2.867
C 1.464 0.401 4.505
C 2.062 -6.488 0.851
C -0.079 -0.631 -4.663
C 4.388 -0.442 -1.457
C 2.750 4.129 -0.867
C 1.146 1.174 -5.608
C 0.936 -3.914 0.931
C -3.989 1.210 1.317
C 2.318 -4.094 0.831
C -3.197 -3.023 -1.380
C 0.830 -0.282 6.727
C -2.720 1.407 0.541
H 5.323 -0.937 -1.193
H 1.105 -0.583 7.731
H -4.988 -2.118 1.340
H -0.941 3.713 0.493
H -1.158 5.475 0.377
H -3.737 0.940 2.340
H 0.042 -7.199 0.995
H -1.272 -0.165 7.145
H 0.522 -2.376 3.473
H -1.061 -2.951 -1.526
H -1.029 -2.009 3.147
H 2.956 -3.218 0.778
H 0.556 -1.151 -2.630
H -1.379 4.457 -1.060
H 4.153 -0.649 -2.503
H 3.823 6.034 -1.057
H 2.859 -0.099 6.041
H 3.953 -5.480 0.713
H 3.550 -0.832 -0.858
H -4.934 1.707 -1.015
H 2.230 0.636 3.779
H 1.360 1.864 -6.413
H -1.867 0.557 4.862
H -2.810 2.284 -4.696
H -5.306 -2.985 -0.960
H -4.598 0.415 0.881
H -3.325 -3.398 -2.389
H -0.943 -4.946 1.058
H -2.740 -1.669 2.193
H -0.701 2.092 -3.392
H -4.984 2.095 -3.459
H 2.647 1.963 -4.277
H -4.583 2.128 1.328
H -0.449 0.150 -6.630
H 5.667 4.275 -0.737
H 2.497 -7.481 0.821
*
```

LUMO energy: 2.0 eV
frontier orbital gap: 4.95 eV
F_max: 2.9 eV/Å
HOMO level: -2.954 eV
energy relative to the best compared isomer or geometry (same formula, charge and spin): 40.1 kcal per mole
electronic energy: -154307.8519 eV

The following is a DFT calculation (the ωB97M-V functional and the def2-TZVPD basis) of a structure of composition C40H36N10O8S4Ti in a non-equilibrium geometry.

Geometry as ORCA input:
```
! RIJCOSX wB97M-V def2-TZVPD def2/J DEFGRID3
* xyz -2 1
Ti -1.254 -1.563 -1.670
S -1.834 0.368 -0.071
S 0.503 0.231 -2.488
S 1.088 -1.018 1.573
S -0.894 -4.661 0.295
O -1.376 -5.807 -0.450
O -2.624 -2.718 -5.258
O 1.314 -2.176 2.409
O 0.543 -4.573 0.367
O -2.160 -0.306 -2.796
O 0.227 -0.020 2.172
O -3.402 0.029 -4.621
O -1.544 -2.604 -3.293
N 0.603 -2.573 -1.777
N 6.203 2.013 1.455
N 0.686 2.824 -1.950
N -3.130 -2.080 -1.166
N -0.635 2.669 0.465
N 2.485 -2.518 -0.317
N -1.475 -3.266 -0.291
N 0.518 -1.340 0.098
N -2.907 -5.334 5.882
N -3.656 -4.032 0.104
C -2.872 -6.015 3.555
C -2.791 -3.178 -0.431
C -3.453 3.671 0.405
C -1.521 -4.823 1.977
C -2.468 5.043 2.108
C -4.948 -3.812 -0.166
C 3.475 4.446 -2.558
C -2.282 -2.139 -4.233
C 3.769 2.066 -2.455
C 5.039 1.242 1.394
C 3.813 -0.746 1.972
C -1.110 -3.949 2.968
C -1.475 2.767 1.633
C 0.238 4.027 -1.312
C 0.103 1.624 -1.571
C 5.591 3.535 -1.888
C 2.708 1.059 0.839
C 1.228 -2.171 -0.639
C 0.221 3.788 0.193
C 3.051 -3.438 -1.067
C 2.952 3.161 -2.728
C -3.352 6.065 1.801
C 1.185 -3.505 -2.502
C -4.337 4.688 0.102
C -0.707 1.608 -0.418
C -2.394 -5.853 2.269
C -2.691 -0.666 -3.907
C -4.282 5.893 0.790
C 2.432 -4.014 -2.169
C 3.883 1.784 0.829
C -2.482 -5.133 4.563
C -1.594 -4.104 4.256
C 1.515 2.951 -3.125
C 5.078 2.249 -2.055
C -5.389 -2.755 -0.950
C 4.779 4.631 -2.139
C 4.997 -0.031 1.960
C -4.426 -1.883 -1.435
C -2.504 3.839 1.412
C 2.678 -0.195 1.411
H 2.859 5.310 -2.770
H -2.862 -4.500 6.450
H 3.734 -1.727 2.412
H -2.680 -6.514 1.468
H 6.615 3.682 -1.568
H -3.307 7.001 2.344
H 0.922 4.838 -1.566
H -4.665 -1.013 -2.039
H -1.935 1.786 1.761
H -3.474 2.731 -0.127
H 1.248 3.605 0.540
H -1.744 5.180 2.900
H 5.170 5.633 -2.011
H 3.351 1.075 -2.548
H -1.271 -3.429 5.037
H 1.795 1.448 0.419
H -5.635 -4.523 0.280
H -3.543 -6.830 3.796
H -4.966 6.694 0.544
H 1.148 3.791 -3.728
H 4.060 -3.717 -0.775
H -6.437 -2.617 -1.180
H 0.633 -3.837 -3.378
H -0.850 2.986 2.506
H 7.055 1.473 1.491
H -0.393 -3.177 2.735
H 1.403 2.020 -3.684
H 5.893 -0.441 2.413
H -5.070 4.552 -0.681
H 3.926 2.767 0.381
H 5.702 1.393 -1.840
H 2.896 -4.803 -2.742
H 6.226 2.743 0.759
H -3.794 -5.812 5.960
H -0.171 4.665 0.714
H -0.780 4.300 -1.634
*
```

LUMO energy: 4.1 eV
frontier orbital gap: 4.02 eV
F_max: 4.4 eV/Å
HOMO level: 0.100 eV
electronic energy: -139807.4567 eV

The following is a DFT calculation (the ωB97M-V functional and the def2-TZVPD basis) of a structure of composition C40H36N4O6PRuS4 in a non-equilibrium geometry.

Geometry as ORCA input:
```
! RIJCOSX wB97M-V def2-TZVPD def2/J DEFGRID3
* xyz 0 2
Ru 0.415 0.238 0.139
S -1.760 -1.836 -1.914
S -2.666 1.641 0.094
S 1.448 -3.935 -1.512
S 0.851 -1.960 0.657
P -0.715 -0.012 2.671
O 3.225 -2.478 -0.197
O -1.692 -3.119 -1.289
O 4.210 -0.985 -5.178
O 4.417 -3.760 -5.451
O -0.934 -1.604 -3.076
O 0.190 2.668 0.688
N 1.977 0.383 -1.216
N -1.518 -0.600 -0.840
N -0.070 2.006 -1.889
N 2.818 -2.487 -4.246
C -5.950 -0.371 -2.435
C 0.052 3.726 -0.249
C -3.092 1.280 3.314
C -2.573 0.211 -0.763
C -0.502 3.218 -1.556
C -3.884 2.349 3.689
C 3.792 1.690 -2.054
C 3.438 -1.299 -4.277
C 1.717 0.486 1.698
C 1.022 0.476 2.910
C 3.726 0.906 2.984
C -1.026 -3.079 6.130
C -0.299 -3.368 4.983
C 4.017 0.766 -3.060
C -1.461 2.099 -3.830
C -1.697 -1.872 6.225
C -1.389 3.950 -2.329
C 1.644 0.690 4.136
C -1.124 2.621 3.613
C 2.764 1.470 -1.166
C -5.009 0.288 -1.658
C -3.739 -0.262 -1.566
C -3.439 -1.422 -2.248
C 2.170 -0.488 -2.209
C -0.242 -2.456 3.942
C -1.639 -0.954 5.185
C -1.922 3.701 3.972
C -0.907 -1.234 4.034
C 3.061 -3.450 -5.309
C -5.636 -1.555 -3.099
C 3.187 -0.342 -3.145
C 3.005 0.935 4.175
C -1.890 3.370 -3.482
C -4.363 -2.104 -3.013
C 4.300 -3.170 -0.849
C 1.961 -2.813 -0.437
C 3.101 0.669 1.769
C -1.701 1.401 3.276
C -0.537 1.467 -3.013
C -3.299 3.569 4.011
H 5.071 -3.295 -0.094
H -0.578 4.521 0.156
H 4.855 -2.930 -5.688
H 2.544 -4.368 -5.038
H -0.174 0.480 -3.269
H -2.619 3.892 -4.087
H 1.052 4.141 -0.402
H -6.950 0.034 -2.520
H -4.106 -3.026 -3.516
H -2.267 -1.634 7.113
H 2.269 -2.780 -3.449
H 4.806 0.883 -3.790
H -1.833 1.591 -4.709
H 3.964 -4.127 -1.239
H 2.527 2.183 -0.390
H 3.734 0.588 0.893
H -3.920 4.412 4.286
H 4.399 2.579 -1.955
H -1.458 4.645 4.231
H -2.161 -0.013 5.288
H 3.508 1.113 5.117
H -1.710 4.931 -2.007
H -0.048 2.736 3.591
H 4.800 1.051 3.004
H -0.715 2.471 1.008
H -4.960 2.239 3.712
H 0.228 -4.309 4.896
H 0.333 -2.695 3.059
H 4.671 -2.548 -1.664
H -5.241 1.202 -1.129
H -1.068 -3.792 6.943
H -6.396 -2.057 -3.683
H 1.063 0.644 5.051
H -3.557 0.340 3.039
H 2.645 -3.059 -6.243
H 1.458 -1.304 -2.254
*
```

LUMO energy (spin up / spin down): -0.3 / -0.7 eV
frontier orbital gap (spin up / spin down): 7.38 / 6.81 eV
F_max: 1.9 eV/Å
HOMO level (spin up / spin down): -7.675 / -7.529 eV
energy relative to the best compared isomer or geometry (same formula, charge and spin): 37.4 kcal per mole
electronic energy: -115521.1045 eV

The following is a DFT calculation (the ωB97M-V functional and the def2-TZVPD basis) of a structure of composition C40H36N4O6PRuS4 in a non-equilibrium geometry.

Geometry as ORCA input:
```
! RIJCOSX wB97M-V def2-TZVPD def2/J DEFGRID3
* xyz 0 6
Ru 0.456 -0.348 0.111
S 0.157 5.489 1.602
S 4.876 0.465 -1.542
S 2.568 -1.295 -1.039
S -0.649 1.954 -0.320
P -2.199 -0.722 0.603
O -1.019 6.152 2.081
O 0.699 -3.799 -5.819
O 1.385 5.718 2.311
O 2.768 -5.725 -5.169
O 0.982 -0.813 2.645
O 4.390 -0.849 0.706
N -0.279 -0.822 -2.276
N -0.148 3.856 1.471
N 1.960 1.184 1.220
N 1.360 -4.425 -3.754
C 4.016 -0.517 -0.527
C -4.956 -0.924 1.328
C 0.815 5.514 -2.854
C -1.567 -2.415 0.763
C 0.124 -1.997 -2.760
C -2.089 -0.958 3.440
C -6.600 -1.820 -0.184
C 0.376 -1.118 -4.961
C -1.601 -4.787 1.043
C -3.989 -1.017 0.333
C -0.171 -2.414 0.620
C -2.394 1.253 2.548
C -2.215 -0.114 2.336
C 0.502 -3.624 0.755
C -6.256 -1.333 1.067
C 0.408 5.765 -0.151
C 0.844 6.767 -2.252
C -2.127 -0.440 4.728
C -0.214 -4.802 0.945
C -2.440 1.769 3.835
C 0.656 6.905 -0.881
C 0.539 4.375 -2.109
C -2.292 -3.587 0.969
C 0.855 -3.529 -4.637
C 1.720 -5.745 -4.245
C -0.082 3.480 0.234
C -4.352 -1.457 -0.940
C 2.637 2.023 0.432
C -5.650 -1.865 -1.196
C -2.304 0.923 4.927
C 0.466 -2.195 -4.086
C 1.373 0.314 3.402
C 3.546 2.943 0.909
C -0.388 0.199 -3.129
C 5.583 -0.291 1.250
C -0.059 0.099 -4.472
C 3.752 3.013 2.277
C 0.309 4.519 -0.751
C 3.045 2.155 3.098
C 2.159 1.250 2.534
H 6.452 -0.862 0.920
H 1.992 -0.004 4.247
H 4.448 3.726 2.695
H -3.371 -3.559 1.073
H 0.187 -1.190 3.038
H 4.064 3.596 0.222
H 0.502 0.856 3.787
H -4.698 -0.546 2.309
H -2.339 1.325 5.931
H 3.175 2.187 4.172
H 5.484 -0.365 2.330
H 0.696 7.878 -0.408
H -2.029 -1.103 5.579
H 2.449 -5.260 -5.952
H -2.572 2.834 3.980
H 2.047 -6.348 -3.401
H 2.440 1.950 -0.630
H -1.991 -2.029 3.288
H 1.005 5.426 -3.915
H 1.727 -4.104 -2.873
H 1.585 -3.662 0.707
H 1.017 7.645 -2.860
H 0.315 -5.745 1.013
H -2.144 -5.714 1.182
H 0.644 -1.258 -5.999
H -7.611 -2.159 -0.374
H 0.516 3.396 -2.569
H -0.776 1.120 -2.721
H -3.600 -1.488 -1.721
H -5.922 -2.228 -2.179
H 0.818 -6.181 -4.681
H -0.156 0.962 -5.116
H -7.000 -1.286 1.852
H 0.159 -2.810 -2.041
H -2.504 1.916 1.701
H 5.702 0.748 0.948
*
```

LUMO energy (spin up / spin down): -0.3 / -1.6 eV
frontier orbital gap (spin up / spin down): 6.98 / 6.25 eV
F_max: 1.3 eV/Å
HOMO level (spin up / spin down): -7.289 / -7.811 eV
energy relative to the best compared isomer or geometry (same formula, charge and spin): 0.0 kcal per mole
electronic energy: -115519.0283 eV